Density functional theory data (ωB97M-V/def2-TZVPD) for C30H31BrN5O4Rh as an isolated structure.

Its expectation value of S² is 6.030. As for the HOMO energy (alpha / beta): -11.41 / -13.59 eV. Its spin multiplicity is 5. The total charge is +2. The calculation puts the frontier orbital gap (alpha / beta) at 5.544 / 5.240 eV. The maximum force comes out at 0.73 eV Å⁻¹.

Each line ends with the Mulliken charge.
Positions of all 72 atoms, in Å:
Rh: 0.34 -1.00 -0.79  0.659
C: 4.56 -0.26 4.99  -1.585
C: 3.44 -0.43 4.00  -0.108
C: 2.13 -0.63 4.38  -0.629
C: 1.08 -0.73 3.45  0.271
C: -0.21 -0.94 4.05  -0.858
N: -1.37 -0.45 3.73  0.024
C: -1.67 0.64 2.79  0.152
C: -0.97 1.93 3.23  -0.591
C: -1.27 3.09 2.29  -0.969
N: -0.78 2.77 0.96  0.144
C: -1.09 3.49 -0.13  -0.971
C: -0.96 3.05 -1.46  0.840
C: -1.35 3.87 -2.52  -1.146
C: -1.37 3.42 -3.85  0.734
C: -1.84 4.31 -4.94  -1.578
C: -0.96 2.09 -4.16  -0.970
C: -0.52 1.25 -3.16  0.986
C: 0.05 -0.03 -3.56  -0.125
N: 0.43 -0.98 -2.81  0.160
C: 1.24 -2.05 -3.43  -0.676
C: 2.72 -1.77 -3.15  -0.889
C: 3.17 -2.13 -1.75  -0.838
N: 2.51 -1.37 -0.68  0.122
C: 3.19 -1.07 0.35  -0.414
C: 2.69 -0.68 1.67  0.589
C: 3.67 -0.49 2.63  -0.620
C: 1.32 -0.76 2.05  1.307
O: 0.32 -0.92 1.24  -0.424
C: -0.46 1.70 -1.82  0.715
O: 0.03 0.99 -0.87  -1.081
H: 4.18 0.03 5.97  0.392
H: 5.26 0.51 4.67  0.405
H: 5.12 -1.19 5.11  0.338
H: 1.89 -0.68 5.44  0.491
H: -0.24 -1.56 4.94  0.562
H: -2.15 -0.76 4.30  0.369
H: -2.75 0.77 2.81  0.467
H: -1.38 0.32 1.79  -0.538
H: 0.11 1.78 3.27  0.269
H: -1.30 2.20 4.23  0.432
H: -0.80 4.00 2.67  0.449
H: -2.35 3.27 2.25  0.426
H: -0.36 1.87 0.80  -0.028
H: -1.52 4.47 0.04  0.503
H: -1.69 4.87 -2.30  0.419
H: -2.00 5.33 -4.60  0.391
H: -2.77 3.92 -5.35  0.360
H: -1.12 4.32 -5.76  0.400
H: -0.97 1.76 -5.19  0.534
H: 0.20 -0.16 -4.64  0.419
H: 1.04 -2.07 -4.50  0.549
H: 0.94 -3.00 -3.00  0.220
H: 2.93 -0.72 -3.37  0.336
H: 3.31 -2.36 -3.85  0.451
H: 4.25 -2.03 -1.66  0.554
H: 2.92 -3.17 -1.56  0.317
H: 4.27 -1.23 0.32  0.255
H: 4.70 -0.45 2.29  0.514
Br: -3.36 0.72 -0.72  -0.026
C: -3.28 -1.17 -0.67  0.317
C: -4.48 -1.86 -0.69  -0.839
C: -4.43 -3.24 -0.62  -0.402
C: -3.20 -3.87 -0.53  -0.940
C: -2.06 -3.08 -0.55  0.852
N: -2.09 -1.74 -0.61  0.232
C: -0.71 -3.74 -0.50  -0.038
O: -0.60 -4.92 -0.28  -0.611
O: 0.31 -2.97 -0.82  -0.542
H: -5.42 -1.33 -0.75  0.490
H: -5.35 -3.82 -0.63  0.449
H: -3.09 -4.94 -0.47  0.570